Below is a molecular structure, C21H19Cl2CrNO2PS2 in a non-equilibrium geometry, with properties calculated with ωB97M-V/def2-TZVPD.

Summary:
Spin multiplicity   5
Net charge   +1
⟨S²⟩   6.038
HOMO-LUMO gap (alpha / beta)   8.46 / 8.58 eV
HOMO energy (alpha / beta)   -11.93 / -11.97 eV
ΔE to the lowest compared entry with this formula, charge and spin   82.4 kJ/mol
E_LUMO (alpha / beta)   -3.46 / -3.39 eV

Element x y z (Å)
Cr (-0.590, -0.104, -0.765)
Cl (0.633, 1.533, 0.443)
C (-0.007, 2.784, -0.663)
Cl (-0.627, 1.893, -2.068)
H (0.796, 3.445, -0.961)
H (-0.826, 3.297, -0.170)
O (-3.769, 1.367, 1.812)
S (-4.214, 1.073, 0.484)
O (-4.826, 2.114, -0.278)
N (-2.910, 0.470, -0.409)
C (-3.235, -0.658, -0.976)
S (-2.125, -1.404, -2.048)
C (-4.519, -1.244, -0.566)
C (-5.051, -2.473, -0.917)
C (-6.251, -2.857, -0.329)
C (-6.889, -2.034, 0.591)
C (-6.357, -0.796, 0.941)
C (-5.172, -0.428, 0.351)
H (-4.543, -3.105, -1.633)
H (-6.689, -3.811, -0.590)
H (-7.819, -2.357, 1.039)
H (-6.851, -0.148, 1.653)
C (-0.167, -3.618, -0.528)
P (-0.097, -2.066, 0.442)
C (1.545, -2.227, 1.210)
C (1.729, -2.272, 2.589)
C (3.007, -2.435, 3.105)
C (4.095, -2.554, 2.254)
C (3.915, -2.503, 0.878)
C (2.645, -2.326, 0.355)
C (-1.270, -2.334, 1.801)
C (-1.827, -1.228, 2.439)
C (-2.727, -1.394, 3.481)
C (-3.091, -2.673, 3.872)
C (-2.538, -3.781, 3.245)
C (-1.626, -3.617, 2.216)
H (0.345, -4.413, 0.011)
H (0.324, -3.454, -1.487)
H (-1.204, -3.884, -0.717)
H (0.876, -2.188, 3.250)
H (3.161, -2.481, 4.175)
H (5.087, -2.687, 2.664)
H (4.764, -2.609, 0.216)
H (2.502, -2.271, -0.719)
H (-1.553, -0.225, 2.133)
H (-3.152, -0.524, 3.959)
H (-3.804, -2.814, 4.674)
H (-2.814, -4.779, 3.561)
H (-1.182, -4.489, 1.753)

Forces on the atoms, in the same order (eV/Å):
-1.0096 -0.3799 -0.3604
0.5096 0.3771 0.6328
-0.1304 -0.0261 -0.0392
0.0301 0.8930 -0.8140
0.0335 -0.0364 -0.0088
-0.0247 -0.0377 -0.0048
0.0374 -0.2714 0.0713
0.1056 0.0433 0.0914
-0.0468 -0.0250 -0.0514
-0.1411 0.0076 0.1460
0.2155 0.1580 0.0196
0.1566 -0.1537 -0.0935
-0.3151 -0.1275 0.1493
0.0167 0.1034 -0.0406
0.0205 -0.0173 -0.0220
-0.0163 0.0059 -0.0103
-0.0401 0.1882 0.1148
0.3895 0.0630 -0.2531
-0.0033 -0.0246 0.0236
-0.0129 0.0049 0.0177
0.0051 0.0011 0.0043
-0.0349 -0.0333 -0.0123
-0.0019 0.2350 -0.0765
0.2832 -1.3806 0.8214
0.0222 0.2858 -0.1191
-0.0290 0.0116 -0.0680
0.0839 -0.0103 0.0353
-0.0196 -0.0077 0.0342
0.0575 -0.0061 -0.0692
-0.0548 0.0484 0.1103
-0.1018 0.1989 -0.1460
0.0912 -0.0522 0.0090
-0.0165 0.0200 -0.1205
-0.0284 -0.0129 0.0932
0.0196 -0.0633 -0.0056
0.0789 -0.0266 -0.0316
0.0074 0.0012 -0.0025
0.0326 -0.0845 -0.0075
-0.0208 0.0020 -0.0216
0.0283 -0.0240 0.0417
-0.0608 0.0237 0.0027
-0.0011 -0.0143 -0.0103
-0.0112 0.0436 -0.0016
0.0620 -0.0489 -0.0183
-0.0697 0.0608 -0.0188
-0.0355 0.0346 0.0297
0.0057 0.0290 -0.0062
-0.0013 0.0121 0.0008
-0.0647 0.0118 -0.0152

=====

Below is C21H19ClN2O4S2 in the gas phase, with properties calculated with ωB97M-V/def2-TZVPD.

Summary:
Spin multiplicity   1
HOMO-LUMO gap   8.94 eV
HOMO energy   -8.49 eV
E_LUMO   0.45 eV

Element x y z (Å)
C (-2.888, -2.306, 2.668)
C (-2.290, -1.702, 1.407)
H (-2.143, -2.472, 0.644)
H (-2.928, -0.909, 1.011)
O (-1.036, -1.056, 1.667)
C (0.025, -1.836, 1.852)
O (0.016, -3.036, 1.820)
C (1.268, -0.994, 2.109)
C (2.081, -0.958, 0.852)
C (3.358, -0.510, 0.719)
S (3.906, -0.676, -0.907)
C (2.340, -1.356, -1.289)
N (1.523, -1.419, -0.297)
S (1.939, -1.911, -2.887)
C (0.421, -2.837, -2.508)
C (-0.811, -2.034, -2.099)
O (-1.814, -2.611, -1.751)
N (-0.668, -0.692, -2.182)
C (-1.524, 0.293, -1.700)
C (-2.881, 0.100, -1.489)
C (-3.644, 1.149, -1.000)
C (-3.085, 2.388, -0.735)
C (-1.732, 2.582, -0.954)
C (-0.947, 1.543, -1.424)
O (0.396, 1.683, -1.703)
C (1.255, 2.145, -0.737)
C (2.529, 2.497, -1.171)
C (3.473, 2.922, -0.258)
C (3.157, 3.001, 1.088)
C (1.890, 2.643, 1.516)
C (0.936, 2.209, 0.613)
H (-0.046, 1.911, 0.951)
H (1.639, 2.698, 2.565)
H (3.894, 3.338, 1.801)
H (4.461, 3.191, -0.601)
H (2.759, 2.425, -2.223)
H (-1.279, 3.542, -0.754)
H (-3.698, 3.193, -0.364)
Cl (-5.328, 0.897, -0.717)
H (-3.321, -0.863, -1.689)
H (0.251, -0.335, -2.426)
H (0.643, -3.538, -1.702)
H (0.190, -3.405, -3.411)
H (4.001, -0.094, 1.467)
H (1.852, -1.450, 2.910)
H (0.973, 0.015, 2.397)
H (-2.250, -3.103, 3.041)
H (-3.866, -2.717, 2.439)
H (-2.994, -1.546, 3.439)

Forces on the atoms, in the same order (eV/Å):
0.3086 0.1869 -0.1799
-0.3988 -0.4625 0.0075
-0.0264 0.1993 0.0578
0.0990 -0.1141 0.0070
-0.0407 0.4048 0.0356
0.3780 0.0977 0.2747
-0.0511 -0.1587 0.0159
-0.1610 -0.1163 -0.0207
0.8009 0.2938 0.2659
-0.1274 -0.0934 -0.1816
-0.7326 -0.3759 0.1436
0.6342 0.2059 0.1136
-0.3637 -0.2741 -0.3423
-0.0787 -0.2426 -0.5060
0.2989 0.0669 0.0972
0.4178 -0.0081 -0.1623
-0.3109 -0.1962 0.0926
0.2267 0.4777 -0.2834
0.0977 0.2667 0.1760
-0.1487 0.0711 0.0083
0.3824 0.0695 -0.0833
-0.0904 -0.0825 0.0274
0.2113 -0.1469 -0.1887
-0.4956 -0.1358 0.1162
-0.0852 0.0268 -0.1968
0.3805 0.0250 0.2666
-0.2780 -0.0165 -0.0796
-0.0537 0.0292 0.0099
0.0884 0.0355 0.1218
0.0479 0.0673 -0.0037
-0.2131 -0.0785 -0.1618
-0.0532 -0.0319 0.0496
-0.0344 -0.0010 0.0913
0.0683 0.0412 0.0678
0.0945 0.0312 -0.0413
0.0145 -0.0121 -0.1265
0.0496 0.0750 0.0117
-0.0774 0.0614 0.0347
-0.2478 -0.0456 0.0507
-0.0308 -0.0287 -0.0114
-0.1854 -0.2252 0.0497
-0.1269 0.0389 -0.0478
-0.0064 0.0327 0.0411
0.1330 0.1209 0.2196
-0.1251 0.0112 0.0024
0.0355 -0.0379 0.0448
-0.0160 -0.0606 0.0370
-0.1395 -0.0437 -0.0032
-0.0685 0.0522 0.0821

=====

Below is a molecular structure, C21H19ClN4ORhSSbSe4 in a non-equilibrium geometry, with properties calculated with ωB97M-V/def2-TZVPD.

Summary:
Spin multiplicity   1
Net charge   -2
HOMO-LUMO gap   4.46 eV
HOMO energy   -1.41 eV
ΔE to the lowest compared entry with this formula, charge and spin   84.3 kJ/mol
E_LUMO   3.05 eV

Element x y z (Å)
Rh (-3.676, 1.305, -1.813)
C (6.944, -0.360, 4.262)
C (5.898, -0.706, 3.234)
C (6.096, -1.724, 2.309)
C (5.128, -2.049, 1.376)
C (3.907, -1.367, 1.341)
N (2.957, -1.785, 0.409)
C (1.823, -1.196, -0.154)
O (1.036, -1.896, -0.757)
N (1.737, 0.153, 0.012)
C (0.770, 1.036, -0.521)
C (1.065, 2.397, -0.496)
C (0.159, 3.294, -1.016)
C (-1.027, 2.813, -1.543)
N (-1.324, 1.518, -1.539)
C (-0.454, 0.637, -1.047)
C (3.698, -0.353, 2.275)
C (4.683, -0.029, 3.194)
H (7.849, -0.947, 4.104)
H (6.580, -0.563, 5.271)
H (7.207, 0.698, 4.213)
H (7.028, -2.278, 2.316)
H (5.309, -2.843, 0.661)
H (3.067, -2.729, 0.080)
H (2.554, 0.608, 0.381)
H (2.000, 2.740, -0.063)
H (0.349, 4.357, -0.999)
H (-1.758, 3.486, -1.979)
H (-0.741, -0.403, -1.067)
H (2.747, 0.161, 2.325)
H (4.491, 0.759, 3.914)
Se (-4.052, 5.498, -4.794)
Sb (-4.830, 3.246, -4.273)
Se (-5.284, 3.072, -1.731)
Se (-6.691, 2.467, -5.635)
Se (-2.920, 1.572, -4.268)
S (-3.560, 1.094, 0.765)
C (-2.866, 2.535, 1.185)
N (-2.335, 3.519, 1.504)
Cl (-2.577, -2.134, -3.407)
C (-3.128, -2.154, -1.762)
C (-2.446, -2.982, -0.886)
C (-2.865, -3.103, 0.428)
C (-3.995, -2.412, 0.841)
C (-4.671, -1.592, -0.036)
C (-4.248, -1.385, -1.366)
C (-4.964, -0.427, -2.196)
H (-1.577, -3.518, -1.243)
H (-2.316, -3.738, 1.112)
H (-4.340, -2.501, 1.865)
H (-5.538, -1.040, 0.307)
H (-5.955, -0.195, -1.821)
H (-4.938, -0.557, -3.273)

Forces on the atoms, in the same order (eV/Å):
0.5051 -1.1013 -0.0635
-0.0721 -0.0030 -0.0562
-0.0208 0.0563 0.0569
-0.0255 -0.0209 0.0068
-0.0812 0.0630 -0.0141
0.1090 0.0357 0.0304
0.1856 -0.2737 0.0310
-0.1555 0.0984 -0.0186
0.0380 0.1037 -0.0114
0.0255 -0.0672 0.0255
-0.1256 0.1274 -0.1557
0.0179 -0.1069 0.0123
0.0646 0.0072 0.0662
-0.0719 0.0349 -0.1116
0.2158 -0.1388 0.1885
0.0599 -0.0443 0.0998
-0.1351 0.1073 0.0801
0.1339 -0.0984 -0.0439
0.0225 0.0208 0.0216
0.0303 0.0078 0.0090
0.0310 -0.0095 0.0179
0.0045 0.0067 -0.0065
0.0038 0.0123 -0.0085
-0.1063 -0.0222 -0.0442
0.0470 0.0328 -0.0288
0.0072 0.0020 -0.0220
-0.0032 0.0140 -0.0075
-0.0367 -0.0406 0.0061
-0.0272 -0.0423 0.0300
0.0041 -0.0503 0.0158
-0.0312 0.0075 -0.0106
0.0410 -0.1629 0.0997
-0.2902 0.3351 -0.2304
0.0627 -0.5146 -0.8355
0.1105 -0.0338 0.1944
-1.0497 0.1844 0.9586
-0.6136 -0.5229 -0.6872
0.4491 0.7568 0.1543
-0.0421 -0.1012 0.0203
0.0026 0.1730 -0.1991
-0.4618 0.2907 0.1268
0.0720 0.0158 0.1053
0.0480 -0.0473 -0.0739
-0.0469 -0.0763 0.1523
0.0239 0.0315 -0.2168
0.2298 -0.7664 0.2521
0.8239 1.7030 0.1553
0.0174 0.0058 -0.0072
-0.0086 0.0153 0.0152
-0.0163 0.0161 -0.0181
0.0122 0.0193 -0.0285
-0.0377 0.0282 -0.0447
0.0606 -0.0678 0.0122

=====

Below is a molecular structure, C21H19CuN2O3S3, with properties calculated with ωB97M-V/def2-TZVPD.

Summary:
Spin multiplicity   1
Net charge   -2
HOMO-LUMO gap   5.93 eV
HOMO energy   -1.21 eV
ΔE to the lowest compared entry with this formula, charge and spin   10.1 kJ/mol
E_LUMO   4.72 eV

Element x y z (Å)
Cu (-0.255, 0.444, 2.185)
C (1.877, 1.178, -0.090)
C (0.645, 2.015, -0.238)
C (0.547, 2.979, -1.271)
C (-0.601, 3.693, -1.411)
C (-1.693, 3.463, -0.544)
C (-2.911, 4.170, -0.670)
C (-3.935, 3.875, 0.188)
C (-3.795, 2.889, 1.174)
C (-2.625, 2.160, 1.351)
S (-2.493, 0.936, 2.569)
C (-1.532, 2.480, 0.461)
N (-0.353, 1.801, 0.594)
H (2.697, 1.582, -0.685)
H (1.681, 0.168, -0.454)
H (2.163, 1.109, 0.961)
H (1.383, 3.115, -1.945)
H (-0.703, 4.435, -2.197)
H (-3.013, 4.920, -1.447)
H (-4.880, 4.403, 0.104)
H (-4.628, 2.668, 1.829)
C (-1.155, -1.298, -0.384)
C (-0.038, -1.996, 0.328)
C (0.471, -3.212, -0.193)
C (1.440, -3.867, 0.493)
C (1.957, -3.326, 1.693)
C (2.964, -3.977, 2.440)
C (3.442, -3.376, 3.573)
C (2.961, -2.126, 3.985)
C (1.980, -1.431, 3.284)
S (1.437, 0.120, 3.801)
C (1.446, -2.075, 2.118)
N (0.445, -1.455, 1.429)
H (-1.482, -1.870, -1.250)
H (-0.813, -0.327, -0.740)
H (-1.977, -1.113, 0.312)
H (0.093, -3.563, -1.145)
H (1.849, -4.803, 0.123)
H (3.342, -4.935, 2.100)
H (4.212, -3.863, 4.163)
H (3.367, -1.664, 4.877)
C (-1.001, 0.166, -3.897)
S (0.112, -1.235, -3.969)
O (-0.738, -2.401, -3.729)
O (0.678, -1.185, -5.316)
O (1.084, -0.993, -2.906)
H (-1.751, 0.051, -4.678)
H (-0.421, 1.074, -4.059)
H (-1.476, 0.196, -2.918)

Forces on the atoms, in the same order (eV/Å):
0.1303 -0.2909 0.3165
0.0545 0.0245 0.0150
-0.1010 -0.0333 0.0339
0.0014 -0.0338 -0.0454
0.0054 0.0077 -0.0172
-0.0184 -0.0033 0.0299
0.0290 -0.0011 -0.0126
-0.0341 0.0029 0.0081
-0.0205 0.0035 0.0031
0.0378 0.0043 0.0204
-0.0153 0.0848 -0.0443
0.0078 -0.0019 -0.0555
0.0533 0.1712 -0.0577
0.0101 0.0296 0.0321
-0.0222 -0.0084 -0.0440
-0.0079 -0.0244 0.0012
0.0024 -0.0055 0.0024
-0.0012 0.0003 -0.0014
0.0020 -0.0016 -0.0013
0.0011 0.0006 -0.0003
0.0060 -0.0072 0.0037
-0.0056 0.0121 0.0137
0.0562 0.0632 0.0955
-0.0117 0.0444 -0.0773
0.0459 -0.0606 -0.0162
-0.0171 0.1067 0.0527
-0.0015 -0.0286 -0.0278
0.0416 -0.0373 0.0367
-0.0370 0.0848 -0.0232
0.1594 -0.1724 0.1539
-0.1486 0.3571 -0.0002
-0.0196 -0.1535 -0.2197
-0.1959 -0.1439 -0.2315
-0.0146 -0.0145 0.0278
0.0340 0.0133 -0.0007
-0.0163 0.0171 -0.0115
-0.0005 -0.0069 0.0074
-0.0031 0.0024 -0.0020
-0.0014 0.0028 -0.0019
0.0013 0.0003 -0.0058
0.0001 0.0059 -0.0036
0.0081 -0.0073 -0.0098
-0.0237 -0.0055 0.0032
0.0039 -0.0107 0.0118
0.0010 -0.0078 0.0020
0.0152 0.0261 0.0310
0.0004 -0.0033 -0.0013
0.0009 0.0026 0.0061
0.0080 -0.0045 0.0037

=====

Below is a molecular structure, C21H19DyF3N6O5S, with properties calculated with ωB97M-V/def2-TZVPD.

Summary:
Spin multiplicity   6
Net charge   +1
⟨S²⟩   9.331
HOMO-LUMO gap (alpha / beta)   9.22 / 9.23 eV
HOMO energy (alpha / beta)   -11.40 / -11.43 eV
E_LUMO (alpha / beta)   -2.19 / -2.20 eV

Element x y z (Å)
Dy (-0.169, 1.319, 0.392)
F (-2.627, -4.025, 4.476)
C (-2.603, -2.921, 3.737)
C (-2.582, -2.961, 2.400)
N (-2.555, -1.801, 1.649)
C (-2.346, -1.856, 0.207)
C (-1.145, -0.984, -0.140)
O (-0.164, -0.981, 0.644)
O (-1.221, -0.137, -1.067)
C (-2.512, -0.570, 2.243)
O (-2.389, 0.473, 1.602)
N (-2.621, -0.559, 3.607)
C (-2.579, -1.652, 4.466)
O (-2.568, -1.529, 5.667)
H (-2.588, -3.885, 1.844)
H (-3.230, -1.516, -0.332)
H (-2.139, -2.892, -0.058)
H (-2.563, 0.349, 4.052)
F (2.183, 0.957, 0.246)
C (1.752, 1.830, -0.842)
F (1.500, 3.018, -0.040)
H (2.657, 2.042, -1.416)
O (-1.611, 3.028, 0.287)
S (-2.393, 4.228, -0.216)
C (-3.790, 3.540, -1.062)
C (-4.884, 4.382, -1.214)
C (-5.992, 3.921, -1.911)
C (-5.997, 2.636, -2.427)
C (-4.904, 1.801, -2.247)
C (-3.784, 2.246, -1.561)
C (-1.463, 4.897, -1.551)
C (-0.895, 4.091, -2.534)
C (-0.185, 4.695, -3.554)
C (-0.064, 6.082, -3.592)
C (-0.632, 6.871, -2.608)
C (-1.333, 6.277, -1.564)
H (-4.873, 5.375, -0.791)
H (-6.849, 4.565, -2.041)
H (-6.863, 2.279, -2.965)
H (-4.918, 0.795, -2.643)
H (-2.937, 1.586, -1.407)
H (-1.000, 3.009, -2.491)
H (0.271, 4.092, -4.324)
H (0.484, 6.548, -4.397)
H (-0.521, 7.944, -2.643)
H (-1.758, 6.876, -0.772)
N (2.053, 0.266, 5.664)
C (0.741, 0.027, 5.792)
N (0.289, -0.674, 6.834)
N (-0.196, 0.449, 4.947)
C (0.144, 0.966, 3.806)
N (0.222, 1.428, 2.743)
H (2.724, -0.104, 6.313)
H (2.391, 0.810, 4.888)
H (0.898, -1.061, 7.532)
H (-0.689, -0.931, 6.814)

Forces on the atoms, in the same order (eV/Å):
-0.0943 0.3023 -0.0202
0.0066 -0.0250 -0.0874
0.0830 0.0880 -0.0119
-0.0213 0.0839 0.2817
0.0358 0.0345 0.0623
0.1118 -0.1241 -0.1165
-0.1817 0.0902 0.0225
0.1399 -0.4009 0.2811
-0.3932 -0.0543 -0.3877
-0.1318 0.1077 0.0219
0.0053 -0.0753 -0.0607
0.0517 0.0053 -0.0348
-0.3198 -0.2746 -0.1379
0.1978 0.0443 0.0711
-0.0022 -0.0873 0.0643
0.0639 0.0714 0.0021
-0.0115 0.0463 -0.0558
0.0120 -0.0274 -0.0428
0.3205 -0.0480 -0.0549
-0.1106 0.0228 0.2296
0.2323 0.3416 -0.0423
-0.1967 -0.0311 0.0551
0.2233 -0.2533 -0.1034
-0.1476 -0.0720 0.3454
-0.1076 0.0876 -0.1198
-0.0092 -0.1985 -0.0792
0.0549 0.1198 0.0722
-0.0041 -0.0584 -0.0218
0.0739 -0.0198 0.0320
0.0516 -0.0349 0.0401
0.0847 0.1342 -0.2231
-0.0508 -0.1070 0.1183
-0.0355 0.0051 0.0523
-0.0031 -0.0242 0.0116
-0.0308 -0.0298 0.0574
0.1321 -0.0809 -0.1831
0.0039 0.1265 0.0336
-0.0366 0.0206 -0.0028
-0.0450 -0.0266 -0.0314
-0.0056 -0.0371 -0.0255
-0.0678 0.0603 -0.0143
0.0080 0.1615 -0.0536
0.0265 -0.0546 -0.0508
0.0442 0.0192 -0.0650
0.0016 0.0641 0.0149
-0.0660 0.0494 0.0633
-0.1421 0.0387 -0.1069
-0.2910 -0.2457 0.3508
0.1082 0.0714 -0.1258
0.6685 0.1638 -0.2507
-0.5673 0.0380 0.0462
0.3554 0.0238 0.0681
0.0082 -0.0110 0.0021
0.0197 -0.0010 0.0346
-0.0191 0.0043 0.0113
-0.0330 -0.0236 0.0647